Arrangement 1

{"formula": "C9H8N2", "method": "ωB97M-V with the def2-TZVPD basis set", "elements": ["C", "C", "C", "C", "C", "N", "C", "C", "N", "C", "C", "H", "H", "H", "H", "H", "H", "H", "H"], "xyz": [[-1.8736, -1.9824, 1.6850], [-2.2106, -0.6327, 1.6149], [-1.3609, 0.1966, 0.8396], [-0.2715, -0.3004, 0.2944], [0.5493, 0.6414, -0.4905], [0.7629, 1.9392, -0.1966], [1.5860, 2.4925, -1.2021], [1.9686, 1.4424, -2.0700], [1.3318, 0.3479, -1.5946], [0.0586, -1.6372, 0.4037], [-0.7941, -2.4912, 1.0582], [-2.6261, -2.5299, 2.1128], [-3.0730, -0.2279, 2.0065], [-1.5624, 1.2798, 0.7881], [1.8855, 3.4717, -1.3695], [2.6748, 1.3301, -2.6155], [1.3494, -0.4997, -1.9741], [1.0895, -1.7234, -0.0318], [-0.3118, -3.4846, 0.8226]], "nbo_charge": [-0.222, -0.180, -0.160, -0.115, 0.319, -0.457, -0.083, -0.079, -0.485, -0.194, -0.218, 0.212, 0.211, 0.235, 0.205, 0.172, 0.393, 0.210, 0.235], "smiles": "c1ccc(-c2ncc[nH]2)cc1", "charge": 0, "spin_multiplicity": 1, "lumo_energy_ev": 0.827}

---

Arrangement 2

{"formula": "C9H8N2", "method": "ωB97M-V with the def2-TZVPD basis set", "elements": ["H", "N", "C", "C", "C", "N", "C", "C", "C", "C", "C", "C", "H", "H", "H", "H", "H", "H", "H"], "xyz": [[-2.5998, 1.7211, -0.9649], [-1.6272, 1.5684, -1.1809], [-1.0015, 0.8076, -0.4267], [-1.6159, -0.5924, 0.6127], [-3.0629, -0.6804, 0.7235], [-0.5718, -1.1776, 1.0012], [0.6128, -0.6238, 0.5254], [1.8638, -1.1635, 0.6713], [2.9333, -0.5282, 0.0545], [2.7435, 0.7022, -0.7144], [1.4633, 1.2692, -0.8581], [0.4237, 0.6158, -0.1888], [-3.2843, -0.8669, 1.7687], [-3.5208, -1.4489, 0.0956], [-3.4211, 0.2695, 0.2594], [2.0249, -2.1323, 1.1613], [3.8493, -1.0349, 0.3481], [3.6025, 1.2390, -1.2237], [1.1883, 2.0561, -1.6640]], "nbo_charge": [0.352, -0.630, 0.278, 0.319, -0.693, -0.451, 0.172, -0.230, -0.181, -0.227, -0.162, -0.181, 0.251, 0.249, 0.221, 0.227, 0.223, 0.223, 0.242], "smiles": "[H]/N=C1\\C(C)=Nc2ccccc21", "charge": 0, "spin_multiplicity": 1, "lumo_energy_ev": -0.304}

---

Q: Which of them is the least stable? A: arrangement 1.

---

Arrangement 1

{"formula": "C9H8N2", "method": "ωB97M-V with the def2-TZVPD basis set", "elements": ["C", "C", "C", "C", "C", "C", "C", "C", "C", "H", "H", "H", "H", "H", "H", "H", "H", "N", "N"], "xyz": [[-3.1249, -0.0084, -0.0087], [-2.3840, 1.2236, 0.2593], [-1.0944, 1.2062, 0.2357], [-0.3107, 0.1396, 0.0019], [-1.0386, -1.0757, -0.3207], [-2.3989, -1.1273, -0.3543], [1.2133, 0.1784, 0.0029], [3.2574, -0.5609, 0.2926], [3.2974, 0.5964, -0.4476], [-4.1866, 0.0784, -0.1916], [-2.8827, 2.1517, 0.5590], [-0.3217, 2.2997, 0.5686], [-0.6533, -1.8130, -0.6945], [-2.9488, -1.9997, -0.5906], [1.6753, -1.6566, 0.9897], [4.0668, -1.1937, 0.5427], [4.0746, 1.2626, -0.7412], [1.8961, -0.7632, 0.5152], [1.8637, 1.0618, -0.6183]], "nbo_charge": [-0.186, -0.241, -0.142, -0.064, -0.181, -0.220, 0.336, -0.125, -0.103, 0.213, 0.224, 0.206, 0.178, 0.213, 0.424, 0.223, 0.215, -0.521, -0.449], "charge": 0, "spin_multiplicity": 1, "lumo_energy_ev": 0.782}

---

Arrangement 2

{"formula": "C9H8N2", "method": "ωB97M-V with the def2-TZVPD basis set", "elements": ["C", "C", "N", "C", "C", "C", "C", "C", "C", "C", "N", "H", "H", "H", "H", "H", "H", "H", "H"], "xyz": [[1.4054, 3.1117, -1.0585], [1.0155, 1.6342, -0.5430], [2.0508, 0.8391, -0.0193], [1.7817, -0.4802, 0.3659], [0.4588, -1.0972, 0.1195], [-0.0337, -2.4192, 0.6121], [-1.5409, -2.3768, 0.9907], [-2.3339, -1.5127, 0.2950], [-1.9272, -0.2904, -0.1436], [-0.4553, -0.1271, -0.3509], [-0.2760, 1.2239, -0.6281], [1.8691, 3.6786, -0.2627], [2.1189, 3.4026, -1.8234], [0.4234, 3.3741, -1.3784], [2.5521, -1.1746, 0.9999], [0.5104, -3.0044, 1.3298], [-1.8498, -3.3213, 1.3355], [-3.1700, -1.9268, 0.5902], [-2.5993, 0.4665, -0.4305]], "nbo_charge": [-0.668, 0.436, -0.477, 0.126, -0.161, -0.189, -0.154, -0.259, -0.134, 0.167, -0.458, 0.230, 0.239, 0.230, 0.214, 0.210, 0.203, 0.216, 0.228], "smiles": "Cc1ncc2ccccc2n1", "charge": 0, "spin_multiplicity": 1, "lumo_energy_ev": -0.564}

---

Q: Which of them is the least stable? A: arrangement 2.

---

Arrangement 1

{"formula": "CH5N3", "method": "ωB97M-V with the def2-TZVPD basis set", "elements": ["N", "C", "N", "N", "H", "H", "H", "H", "H"], "xyz": [[0.2848, 1.0007, -0.9098], [0.0230, 0.0895, -0.0785], [-0.1947, 0.1804, 1.2804], [0.0306, -1.2736, -0.4687], [0.3114, 1.9047, -0.4455], [-0.3137, 1.0482, 1.7811], [-0.4295, -0.6560, 1.7540], [-0.8302, -1.7322, -0.2420], [0.0711, -1.3056, -1.4829]], "nbo_charge": [-0.754, 0.572, -0.845, -0.833, 0.331, 0.395, 0.387, 0.361, 0.385], "smiles": "N=C(N)N", "charge": 0, "spin_multiplicity": 1, "lumo_energy_ev": 0.912}

---

Arrangement 2

{"formula": "CH5N3", "method": "ωB97M-V with the def2-TZVPD basis set", "elements": ["C", "N", "N", "N", "H", "H", "H", "H", "H"], "xyz": [[-1.1903, 0.1727, -0.3714], [1.4386, 0.5275, 0.5569], [1.4794, -0.6673, -0.1664], [0.7374, 0.4787, -0.5831], [-1.4441, 0.2943, -1.4634], [-1.1053, -0.7487, 0.2367], [-1.6580, 0.9279, 0.0934], [0.9964, 0.3906, 1.5206], [0.7458, -1.3757, 0.1768]], "nbo_charge": [-0.452, -0.328, -0.328, -0.088, 0.223, 0.179, 0.179, 0.320, 0.296], "charge": 0, "spin_multiplicity": 1, "lumo_energy_ev": 0.746}

---

Q: Which of them is the least stable? A: arrangement 2.

---

Arrangement 1

{"formula": "H3S3", "method": "ωB97M-V with the def2-TZVPD basis set", "elements": ["S", "H", "S", "S", "H", "H"], "xyz": [[-1.4999, -1.6291, 0.6323], [-0.2017, -1.9312, 0.4517], [1.2150, 0.9081, -1.4040], [-1.2040, 0.3969, 1.0003], [2.0148, 1.6149, -0.5883], [-0.3241, 0.6404, -0.0920]], "nbo_charge": [-0.216, 0.136, -0.904, -0.310, 0.095, 0.199], "charge": -1, "spin_multiplicity": 1, "lumo_energy_ev": 3.326}

---

Arrangement 2

{"formula": "H3S3", "method": "ωB97M-V with the def2-TZVPD basis set", "elements": ["S", "H", "S", "S", "H", "H"], "xyz": [[-0.2968, 0.0780, 1.8010], [-0.5216, 1.2468, 2.4730], [1.3240, -0.7078, -1.8198], [-1.1926, 0.5724, 0.0097], [2.3490, -0.2853, -1.0407], [0.2737, -0.0436, -0.9371]], "nbo_charge": [-0.244, 0.092, -0.565, -0.591, 0.119, 0.189], "charge": -1, "spin_multiplicity": 1, "lumo_energy_ev": 3.568}

---

Q: Which of them is the least stable? A: arrangement 1.

---

Arrangement 1

{"formula": "C6H7FO", "method": "ωB97M-V with the def2-TZVPD basis set", "elements": ["O", "C", "C", "C", "F", "C", "C", "C", "H", "H", "H", "H", "H", "H", "H"], "xyz": [[1.5372, -1.2242, -0.9336], [0.9058, -0.7194, 0.2642], [-0.4936, -1.2616, 0.2893], [-1.5571, -0.5364, -0.1871], [-2.8491, -0.9927, -0.0588], [-1.4298, 0.8698, -0.5556], [-0.3047, 1.5126, -0.2086], [0.8173, 0.7805, 0.4258], [2.5029, -1.2418, -0.8380], [1.5585, -1.0437, 1.1049], [-0.7216, -2.2777, 0.6780], [-2.2359, 1.3458, -1.0592], [-0.2708, 2.5451, -0.4768], [1.7405, 1.1730, 0.0933], [0.8005, 1.0705, 1.4622]], "nbo_charge": [-0.723, 0.074, -0.295, 0.400, -0.334, -0.290, -0.123, -0.480, 0.469, 0.179, 0.226, 0.224, 0.212, 0.228, 0.234], "smiles": "O[C@@H]1C=C(F)C=CC1", "charge": 0, "spin_multiplicity": 1, "lumo_energy_ev": 0.678}

---

Arrangement 2

{"formula": "C6H7FO", "method": "ωB97M-V with the def2-TZVPD basis set", "elements": ["C", "C", "C", "C", "C", "C", "H", "H", "H", "H", "H", "H", "H", "O", "F"], "xyz": [[1.2473, -0.3212, -0.3577], [0.9168, 0.6483, 0.7851], [0.4245, 1.6603, -0.2933], [-0.0647, 0.3453, -0.9851], [-1.0773, -0.1038, 0.0447], [-0.4280, 0.1065, 1.2028], [1.9326, -2.0009, 0.3649], [2.1183, -0.1104, -0.9581], [1.6420, 0.9142, 1.5926], [-0.3479, 2.3709, 0.0088], [1.1521, 2.2280, -0.8802], [-0.2298, 0.1956, -2.0978], [-0.6327, -0.1706, 2.2124], [1.1370, -1.6380, -0.1204], [-2.3157, -0.4817, -0.1842]], "nbo_charge": [0.135, -0.281, -0.364, -0.311, 0.429, -0.324, 0.478, 0.163, 0.212, 0.215, 0.202, 0.229, 0.224, -0.709, -0.299], "charge": 0, "spin_multiplicity": 1, "lumo_energy_ev": 0.781}

---

Q: Which of them is the least stable? A: arrangement 2.

---

Arrangement 1

{"formula": "C24H32N6O4", "method": "ωB97M-V with the def2-TZVPD basis set", "elements": ["H", "N", "C", "C", "C", "O", "N", "C", "C", "N", "C", "C", "O", "C", "C", "C", "C", "C", "O", "N", "C", "C", "C", "C", "C", "C", "N", "C", "N", "C", "C", "C", "O", "C", "C", "H", "H", "H", "H", "H", "H", "H", "H", "H", "H", "H", "H", "H", "H", "H", "H", "H", "H", "H", "H", "H", "H", "H", "H", "H", "H", "H", "H", "H", "H", "H"], "xyz": [[1.2056, -2.2380, 1.8316], [1.4707, -1.7195, 1.0056], [0.6058, -0.9417, 0.4888], [0.9328, -0.1895, -0.7130], [2.2581, -0.2745, -1.4116], [2.5407, 0.5197, -2.2978], [3.0530, -1.2898, -1.0415], [4.4103, -1.3945, -1.5039], [5.4052, -1.0280, -0.3927], [5.0173, 0.1916, 0.2846], [5.1610, 1.3867, -0.5297], [4.5867, 2.5761, 0.2364], [5.2210, 2.7553, 1.4843], [5.1083, 1.5877, 2.2596], [5.7115, 0.3794, 1.5430], [0.0254, 0.6531, -1.2680], [-1.2629, 0.8258, -0.7096], [-2.2241, 1.6914, -1.3161], [-2.0926, 2.3528, -2.3237], [-3.4825, 1.7462, -0.6110], [-4.4493, 2.5581, -1.1175], [-5.6588, 2.6726, -0.5184], [-5.9178, 1.9333, 0.6553], [-4.9636, 1.1119, 1.1800], [-5.1767, 0.3058, 2.4180], [-3.6938, 1.0063, 0.5297], [-2.7887, 0.2089, 1.0419], [-1.5868, 0.1089, 0.4467], [-0.6803, -0.7200, 1.0233], [-1.1436, -1.4558, 2.1878], [-2.0649, -2.6211, 1.8120], [-1.4197, -3.6323, 0.8545], [-1.0437, -3.0934, -0.3922], [-2.0803, -2.8360, -1.3150], [-2.6272, -4.0947, -1.9853], [2.7674, -1.7766, -0.1906], [4.5143, -0.7259, -2.3611], [4.6098, -2.4201, -1.8322], [6.4215, -0.9684, -0.8238], [5.3995, -1.8261, 0.3556], [4.5951, 1.2699, -1.4530], [6.2221, 1.5810, -0.7725], [4.7378, 3.5025, -0.3193], [3.5095, 2.4103, 0.3860], [5.6342, 1.7869, 3.1957], [4.0476, 1.3792, 2.4689], [5.5795, -0.5110, 2.1624], [6.7941, 0.5506, 1.3936], [0.2861, 1.2028, -2.1607], [-4.1602, 3.0843, -2.0157], [-6.4112, 3.3213, -0.9340], [-6.8795, 2.0228, 1.1374], [-5.0855, -0.7549, 2.1925], [-4.4095, 0.5450, 3.1512], [-6.1577, 0.5002, 2.8416], [-0.2852, -1.8179, 2.7553], [-1.7021, -0.7571, 2.8156], [-2.9671, -2.2090, 1.3590], [-2.3523, -3.1456, 2.7246], [-0.4859, -4.0086, 1.2824], [-2.1023, -4.4829, 0.7254], [-1.6162, -2.1912, -2.0667], [-2.9007, -2.2774, -0.8423], [-1.8085, -4.6649, -2.4160], [-3.1564, -4.7249, -1.2739], [-3.3173, -3.8133, -2.7756]], "nbo_charge": [0.348, -0.759, 0.465, -0.160, 0.660, -0.670, -0.618, -0.234, -0.215, -0.444, -0.273, -0.070, -0.527, -0.070, -0.243, -0.067, -0.322, 0.664, -0.599, -0.386, 0.049, -0.268, -0.149, -0.030, -0.624, 0.434, -0.577, 0.482, -0.398, -0.217, -0.444, -0.064, -0.546, -0.064, -0.637, 0.441, 0.227, 0.197, 0.169, 0.190, 0.240, 0.160, 0.193, 0.167, 0.188, 0.164, 0.199, 0.163, 0.266, 0.258, 0.233, 0.221, 0.229, 0.233, 0.216, 0.202, 0.237, 0.219, 0.218, 0.187, 0.171, 0.196, 0.155, 0.217, 0.200, 0.215], "smiles": "[H]/N=c1/c(C(=O)NCCN2CCOCC2)cc2c(=O)n3cccc(C)c3nc2n1CCCOCC", "charge": 0, "spin_multiplicity": 1, "lumo_energy_ev": -0.427}

---

Arrangement 2

{"formula": "C24H32N6O4", "method": "ωB97M-V with the def2-TZVPD basis set", "elements": ["C", "O", "C", "C", "C", "C", "O", "C", "C", "C", "C", "N", "N", "N", "N", "C", "C", "C", "C", "C", "N", "C", "C", "N", "C", "O", "C", "C", "C", "C", "O", "C", "C", "C", "H", "H", "H", "H", "H", "H", "H", "H", "H", "H", "H", "H", "H", "H", "H", "H", "H", "H", "H", "H", "H", "H", "H", "H", "H", "H", "H", "H", "H", "H", "H", "H"], "xyz": [[-5.1207, 1.1339, -1.0195], [-4.8794, 0.8272, 0.3350], [-3.6373, 0.4045, 0.6876], [-3.4403, 0.1149, 2.0371], [-2.2149, -0.3227, 2.4978], [-1.1504, -0.4960, 1.6194], [0.0957, -0.9429, 1.9882], [0.3742, -1.0874, 3.3608], [-1.3420, -0.2073, 0.2656], [-0.2192, -0.3745, -0.7387], [-0.7393, -1.2484, -1.8290], [-0.9994, -0.9374, -3.0789], [-1.4762, -2.0342, -3.6506], [-1.5272, -2.9963, -2.8311], [-1.0696, -2.5547, -1.6549], [-1.0638, -3.3974, -0.4921], [-2.5018, -3.6183, -0.0133], [-2.6394, -4.5967, 1.1597], [-2.1144, -5.9888, 0.8148], [-1.9683, -4.0643, 2.4231], [0.1853, 0.9222, -1.2669], [0.4961, 1.9091, -0.2534], [1.8445, 1.6600, 0.4497], [2.8980, 1.5932, -0.5355], [3.9406, 2.4416, -0.6988], [4.6581, 2.3927, -1.6893], [4.2585, 3.4375, 0.3438], [5.0989, 4.5103, 0.1809], [5.1818, 5.1498, 1.4355], [4.3992, 4.4201, 2.2767], [3.8361, 3.3871, 1.6319], [2.6374, 0.6084, -1.5696], [1.2755, 0.8704, -2.2253], [-2.5722, 0.2424, -0.1901], [-4.9690, 0.2615, -1.6624], [-6.1639, 1.4410, -1.0684], [-4.4835, 1.9536, -1.3646], [-4.2660, 0.2434, 2.7182], [-2.0992, -0.5257, 3.5505], [1.4248, -1.3689, 3.4188], [0.2214, -0.1477, 3.8998], [-0.2343, -1.8745, 3.8160], [0.6106, -0.9108, -0.2438], [-0.6156, -4.3501, -0.7833], [-0.4561, -2.9215, 0.2780], [-2.9264, -2.6532, 0.2769], [-3.0768, -3.9982, -0.8611], [-3.7134, -4.6817, 1.3614], [-1.0295, -5.9925, 0.7433], [-2.5277, -6.3322, -0.1304], [-2.3996, -6.6968, 1.5894], [-0.8895, -4.0109, 2.2963], [-2.1768, -4.7223, 3.2637], [-2.3459, -3.0718, 2.6594], [-0.3038, 1.9370, 0.4880], [0.5350, 2.8798, -0.7571], [2.0303, 2.4559, 1.1646], [1.8052, 0.7081, 0.9926], [5.5843, 4.7870, -0.7314], [5.7473, 6.0255, 1.6787], [4.1697, 4.5268, 3.3190], [3.4351, 0.6830, -2.3094], [2.6618, -0.3896, -1.1161], [1.0590, 0.1121, -2.9759], [1.3045, 1.8419, -2.7258], [-2.6603, 0.4707, -1.2400]], "nbo_charge": [-0.254, -0.491, 0.277, -0.224, -0.300, 0.334, -0.533, -0.252, -0.091, -0.124, 0.350, -0.320, -0.064, -0.072, -0.191, -0.229, -0.403, -0.210, -0.610, -0.614, -0.431, -0.229, -0.243, -0.424, 0.628, -0.627, 0.152, -0.228, -0.319, 0.106, -0.403, -0.252, -0.237, -0.243, 0.181, 0.202, 0.180, 0.228, 0.225, 0.203, 0.180, 0.179, 0.218, 0.223, 0.222, 0.215, 0.222, 0.204, 0.197, 0.213, 0.213, 0.195, 0.212, 0.211, 0.213, 0.204, 0.236, 0.194, 0.245, 0.232, 0.204, 0.259, 0.182, 0.234, 0.207, 0.239], "smiles": "COc1ccc(OC)c([C@@H](c2nnnn2CCC(C)C)N2CCN(C(=O)c3ccco3)CC2)c1", "charge": 0, "spin_multiplicity": 1, "lumo_energy_ev": 0.420}

---

Q: Which of them is the least stable? A: arrangement 2.